(1)
The following is a quantum chemistry calculation of a gas-phase ion, C4H10FN3 (charge +2) in a non-equilibrium geometry, from the OMol25 dataset.

```
18
Properties=species:S:1:pos:R:3:lowdin_charge:R:1
C -0.819 -0.102 -0.008 -0.05
C 1.562 0.327 0.055 -0.29
C 2.931 -0.315 -0.085 0.05
C -3.446 -0.295 -0.150 -0.05
N 0.517 -0.538 -0.108 0.15
N 1.423 1.561 0.447 0.25
N -1.798 -0.871 -0.234 0.18
F -3.401 0.935 0.136 0.13
H -0.875 0.995 0.338 0.18
H 3.603 0.447 -0.381 0.08
H 3.299 -0.364 1.010 0.16
H 3.034 -1.201 -0.781 0.14
H -3.939 -0.890 0.640 0.16
H -3.852 -0.453 -1.085 0.12
H 0.636 -1.422 -0.645 0.20
H 2.261 2.189 0.644 0.21
H 0.534 1.862 0.877 0.15
H -1.670 -1.864 -0.671 0.23
```

Calculated values
Relative energy (zero: lowest compared OMol25 entry of this formula, charge and spin): 0.000 eV
HOMO-LUMO gap: 11.2062 eV
Structure (SMILES): CC(=[NH2+])N/C=[NH+]/CF
Multiplicity: 1
Net charge: +2
Electronic energy: -11479.27255 eV



(2)
The following is a quantum chemistry calculation of C5H8O in the gas phase in a non-equilibrium geometry, from the OMol25 dataset.

```
14
Properties=species:S:1:pos:R:3:lowdin_charge:R:1
C 1.620 -0.665 0.184 -0.06
C 0.507 0.330 -0.066 -0.28
C -0.627 -0.073 -1.045 -0.15
C -1.607 0.251 0.067 -0.07
C -0.597 0.748 1.001 -0.46
O -0.668 1.220 2.111 0.07
H 2.219 -0.358 1.043 0.08
H 1.233 -1.675 0.370 0.08
H 2.276 -0.723 -0.693 0.08
H 0.894 1.310 -0.352 0.14
H -0.685 0.557 -1.938 0.11
H -0.681 -1.120 -1.369 0.11
H -2.595 0.714 -0.122 0.14
H -1.229 -0.628 0.842 0.21
```

Calculated values
Relative energy (zero: lowest compared OMol25 entry of this formula, charge and spin): 2.405 eV
HOMO-LUMO gap: 9.9537 eV
Structure (SMILES): C[C@H]1CCC1=O
Multiplicity: 1
Net charge: 0
Electronic energy: -7359.84981 eV



(3)
The following is a quantum chemistry calculation of a molecular structure, C32H27Cl5InN7O2Se, from the OMol25 dataset.

```
75
Properties=species:S:1:pos:R:3:lowdin_charge:R:1
In -0.263 -0.188 0.330 0.84
Cl -1.370 1.984 2.703 0.74
C -1.765 2.457 1.080 -0.69
C -1.362 1.641 0.030 -0.32
C -1.731 2.030 -1.258 -0.71
Cl -1.275 1.022 -2.599 0.76
C -2.455 3.194 -1.506 -0.70
Cl -2.890 3.629 -3.101 0.75
C -2.827 4.001 -0.426 -0.69
Cl -3.712 5.432 -0.702 0.76
C -2.484 3.633 0.877 -0.70
Cl -2.948 4.612 2.199 0.75
O 6.097 4.334 0.822 0.15
C 5.982 3.015 0.602 -0.48
O 6.784 2.427 -0.063 0.14
C 4.763 2.321 1.143 -0.12
C 3.529 2.945 1.268 0.00
C 2.398 2.204 1.575 -0.01
C 2.527 0.844 1.805 -0.28
C 3.767 0.219 1.762 -0.03
C 4.880 0.959 1.405 0.02
N 1.339 0.069 2.006 0.04
C 1.159 -0.542 3.102 -0.02
C -0.067 -1.328 3.302 -0.25
C -0.342 -1.948 4.503 0.03
C -1.545 -2.634 4.634 0.00
C -2.414 -2.667 3.560 0.00
C -2.053 -2.025 2.381 -0.07
N -0.904 -1.371 2.255 0.04
H 5.497 4.644 1.510 0.12
H 3.410 4.003 1.064 0.13
H 1.423 2.673 1.624 0.11
H 3.850 -0.841 1.968 0.12
H 5.849 0.491 1.297 0.14
H 1.882 -0.477 3.914 0.16
H 0.366 -1.892 5.319 0.14
H -1.795 -3.129 5.563 0.13
H -3.363 -3.180 3.622 0.13
H -2.707 -2.027 1.517 0.11
Se 2.777 -1.664 -0.935 1.22
N 1.648 -0.250 -0.938 -0.28
C 2.319 0.792 -1.429 -0.33
C 1.819 2.111 -1.637 -0.04
C 2.642 3.033 -2.194 -0.02
C 4.004 2.749 -2.552 -0.03
C 4.534 1.523 -2.358 0.01
C 3.696 0.501 -1.800 -0.35
N 4.105 -0.731 -1.587 -0.17
H 0.807 2.362 -1.359 0.08
H 2.265 4.032 -2.374 0.12
H 4.609 3.542 -2.969 0.13
H 5.561 1.283 -2.590 0.13
C -5.220 -1.986 -1.742 -0.14
C -4.568 -0.653 -1.453 -0.15
N -3.288 -0.899 -0.787 0.07
C -2.448 -1.907 -1.140 -0.38
N -1.200 -1.874 -0.673 -0.04
C -0.318 -3.015 -0.938 -0.26
C -1.091 -4.303 -1.125 -0.14
C -2.117 -4.076 -2.212 -0.12
N -2.940 -2.915 -1.874 -0.01
C -4.253 -2.841 -2.533 -0.12
H -6.135 -1.844 -2.315 0.13
H -5.483 -2.483 -0.807 0.13
H -5.178 -0.050 -0.784 0.13
H -4.413 -0.088 -2.378 0.13
H -2.837 -0.073 -0.425 0.07
H 0.366 -3.120 -0.089 0.09
H 0.282 -2.824 -1.834 0.09
H -1.590 -4.585 -0.195 0.13
H -0.419 -5.113 -1.405 0.13
H -2.783 -4.933 -2.304 0.13
H -1.634 -3.926 -3.183 0.14
H -4.625 -3.860 -2.622 0.13
H -4.125 -2.447 -3.545 0.14
```

Calculated values
Relative energy (zero: lowest compared OMol25 entry of this formula, charge and spin): 0.000 eV
HOMO-LUMO gap: 7.5346 eV
Multiplicity: 1
Net charge: +2
Electronic energy: -181268.99885 eV